# C40H70N8O7S

A 11-piece molecular cluster, C40H70N8O7S overall in a non-equilibrium geometry (ωB97M-V/def2-TZVPD, the OMol25 dataset).

Summary:
LUMO energy (eV): 0.2

```
! RIJCOSX wB97M-V def2-TZVPD def2/J DEFGRID3
* xyz 0 1
C 0.76 -4.04 4.26
C 2.29 -4.00 4.28
O 2.61 -4.07 2.86
C 1.54 -4.58 2.19
O 1.55 -4.86 1.05
O 0.48 -4.68 3.00
H 0.32 -3.04 4.26
H 0.28 -4.66 5.01
H 2.78 -4.84 4.77
H 2.60 -3.03 4.66
C -2.21 3.39 1.65
C -3.67 3.03 1.97
O -3.55 2.20 3.15
C -2.30 1.75 3.24
O -1.94 0.96 4.01
O -1.50 2.37 2.34
H -1.97 4.39 1.99
H -1.97 3.28 0.60
H -4.11 2.45 1.15
H -4.30 3.88 2.22
C 4.38 -0.27 2.96
C 5.23 -1.29 2.23
C 5.50 -0.92 0.75
C 4.52 -0.03 0.12
N 3.73 0.62 -0.39
H 4.13 -0.61 3.96
H 3.46 -0.05 2.43
H 4.93 0.67 3.04
H 4.73 -2.26 2.21
H 6.18 -1.38 2.76
H 5.49 -1.80 0.10
H 6.48 -0.44 0.68
C 3.24 -1.81 -2.82
C 3.42 -3.18 -3.46
C 3.41 -3.05 -5.00
C 3.50 -4.34 -5.68
N 3.52 -5.36 -6.17
H 2.50 -1.22 -3.35
H 4.20 -1.29 -2.78
H 2.98 -1.94 -1.76
H 2.62 -3.86 -3.18
H 4.40 -3.57 -3.17
H 4.17 -2.33 -5.31
H 2.47 -2.58 -5.32
C -5.99 -0.20 -2.22
C -5.63 0.89 -1.20
C -5.75 2.32 -1.71
C -4.99 2.54 -2.93
N -4.44 2.67 -3.88
H -7.07 -0.17 -2.43
H -5.83 -1.17 -1.77
H -5.37 -0.08 -3.11
H -4.62 0.70 -0.83
H -6.28 0.81 -0.31
H -5.38 3.03 -0.96
H -6.77 2.68 -1.87
C -3.92 -4.06 1.00
C -2.51 -4.53 1.33
C -1.94 -5.57 0.33
C -2.86 -6.65 0.04
N -3.58 -7.49 -0.17
H -3.91 -3.39 0.13
H -4.28 -3.43 1.82
H -4.63 -4.88 0.89
H -2.56 -5.04 2.29
H -1.86 -3.66 1.37
H -1.01 -5.98 0.69
H -1.73 -5.02 -0.60
C 1.08 -0.70 1.41
C -0.16 -0.52 0.57
C 0.00 0.74 -0.33
C -1.25 1.15 -0.94
N -2.18 1.54 -1.42
H 1.93 -0.95 0.77
H 0.97 -1.57 2.05
H 1.35 0.20 1.96
H -1.11 -0.53 1.10
H -0.24 -1.38 -0.11
H 0.78 0.59 -1.08
H 0.27 1.54 0.37
C -1.85 -1.83 -4.04
C -1.52 -0.62 -4.93
C -2.63 0.44 -4.91
C -3.78 -0.05 -5.66
N -4.69 -0.48 -6.20
H -0.93 -2.26 -3.64
H -2.39 -2.62 -4.56
H -2.43 -1.57 -3.15
H -1.26 -0.91 -5.95
H -0.58 -0.14 -4.61
H -2.32 1.39 -5.37
H -2.82 0.77 -3.89
C -0.21 2.44 6.60
C 1.20 2.65 6.06
C 1.57 1.74 4.88
C 1.21 0.33 5.05
N 1.00 -0.81 5.20
H -0.92 2.84 5.87
H -0.35 2.94 7.55
H -0.47 1.38 6.65
H 1.93 2.46 6.85
H 1.38 3.68 5.76
H 2.65 1.79 4.78
H 1.13 2.18 3.99
C 1.04 3.33 -5.31
C -0.22 4.08 -4.89
C -0.86 3.42 -3.66
C -0.11 3.64 -2.43
N 0.48 3.84 -1.48
H 1.83 3.33 -4.56
H 1.43 3.85 -6.20
H 0.86 2.33 -5.68
H -0.89 4.00 -5.74
H 0.02 5.10 -4.62
H -0.96 2.34 -3.79
H -1.88 3.77 -3.46
C 3.74 5.54 1.86
S 3.83 3.77 2.17
O 3.55 3.54 3.61
C 2.37 3.25 1.26
H 3.52 5.73 0.82
H 4.69 5.94 2.19
H 2.94 5.94 2.47
H 2.51 3.40 0.20
H 1.55 3.86 1.65
H 2.21 2.21 1.48
*
```

These are the Mulliken partial charges, in e, on atoms 1 to 8: -0.223, -0.191, -0.356, 0.691, -0.510, -0.313, 0.114, 0.382

=====

# C40H72N5O3PPb

C40H72N5O3PPb as an isolated structure (ωB97M-V/def2-TZVPD, the OMol25 dataset).

Summary:
LUMO energy (alpha / beta) (eV): -6.8 / -7.2
Relative energy (zero: lowest compared OMol25 entry of this formula, charge and spin) (kJ/mol): 46.92

```
! RIJCOSX wB97M-V def2-TZVPD def2/J DEFGRID3
* xyz 2 1
Pb -0.91 0.68 0.70
C -3.25 -1.36 2.23
N -3.02 -0.90 0.85
C -4.12 -0.02 0.42
C -2.89 -2.06 -0.06
C -2.12 -1.70 -1.33
N -0.75 -1.22 -1.07
C -0.10 -0.79 -2.35
C -0.84 0.28 -3.10
C -1.40 0.05 -4.30
C -2.06 1.08 -5.03
C -2.14 2.35 -4.44
C -1.61 2.67 -3.20
C -0.87 1.62 -2.51
O -0.24 1.80 -1.44
C -1.80 4.11 -2.69
C -3.30 4.46 -2.77
C -1.01 5.05 -3.63
C -1.34 4.38 -1.26
C -2.65 0.76 -6.38
C -1.54 0.22 -7.30
C -3.74 -0.31 -6.20
C -3.28 1.99 -7.05
C 0.05 -2.31 -0.47
C 1.52 -2.06 -0.35
C 2.40 -2.90 -0.95
C 3.81 -2.77 -0.78
C 4.28 -1.72 0.04
C 3.46 -0.83 0.68
C 2.02 -0.99 0.49
O 1.20 -0.21 1.06
C 4.02 0.30 1.54
C 3.49 0.17 2.98
C 5.55 0.26 1.59
C 3.61 1.66 0.93
C 4.73 -3.75 -1.46
C 6.21 -3.45 -1.20
C 4.48 -3.70 -2.98
C 4.42 -5.16 -0.93
H -4.17 -1.97 2.30
H -3.35 -0.50 2.89
H -2.40 -1.95 2.58
H -5.07 -0.57 0.36
H -3.91 0.41 -0.56
H -4.23 0.79 1.13
H -3.87 -2.43 -0.35
H -2.39 -2.86 0.48
H -2.66 -0.93 -1.87
H -2.09 -2.59 -1.97
H 0.01 -1.67 -2.99
H 0.89 -0.42 -2.10
H -1.33 -0.95 -4.74
H -2.66 3.12 -4.98
H -3.68 4.47 -3.79
H -3.45 5.46 -2.34
H -3.90 3.75 -2.19
H -1.36 4.98 -4.66
H 0.06 4.81 -3.61
H -1.13 6.08 -3.30
H -1.87 3.75 -0.53
H -1.58 5.42 -1.02
H -0.27 4.24 -1.13
H -1.12 -0.72 -6.93
H -0.72 0.94 -7.40
H -1.95 0.03 -8.29
H -3.33 -1.23 -5.77
H -4.16 -0.57 -7.18
H -4.55 0.05 -5.56
H -2.55 2.78 -7.21
H -4.12 2.38 -6.48
H -3.66 1.70 -8.03
H -0.09 -3.22 -1.08
H -0.35 -2.52 0.52
H 2.02 -3.69 -1.58
H 5.35 -1.62 0.16
H 3.69 -0.83 3.38
H 2.43 0.38 3.05
H 4.02 0.89 3.61
H 5.92 -0.66 2.04
H 5.89 1.09 2.21
H 6.00 0.39 0.60
H 2.52 1.78 0.89
H 4.02 1.78 -0.07
H 4.01 2.46 1.56
H 6.50 -2.47 -1.58
H 6.82 -4.19 -1.72
H 6.46 -3.51 -0.14
H 4.64 -2.70 -3.37
H 3.46 -4.02 -3.24
H 5.17 -4.38 -3.48
H 4.58 -5.22 0.15
H 5.07 -5.89 -1.41
H 3.38 -5.46 -1.13
C 0.79 2.48 4.88
N 0.51 1.08 5.21
C 1.10 0.64 6.47
P -0.84 0.38 4.59
O -0.94 0.71 3.13
N -0.70 -1.24 4.86
C 0.52 -1.87 4.36
C -1.38 -1.99 5.91
N -2.22 0.85 5.37
C -3.17 1.76 4.72
C -2.21 0.97 6.83
H 1.87 2.65 4.87
H 0.35 3.17 5.61
H 0.40 2.72 3.89
H 2.19 0.73 6.42
H 0.86 -0.41 6.66
H 0.75 1.24 7.32
H 0.92 -1.31 3.51
H 0.29 -2.88 4.02
H 1.30 -1.94 5.12
H -2.35 -1.55 6.12
H -0.79 -2.04 6.83
H -1.54 -3.01 5.56
H -3.09 1.70 3.64
H -2.99 2.80 5.02
H -4.19 1.50 5.01
H -1.42 0.37 7.28
H -3.17 0.63 7.24
H -2.06 2.01 7.14
*
```

These are the Mulliken partial charges, in e, on atoms 1 to 8: 2.300, -1.177, 0.870, -1.160, -1.636, -0.795, 1.459, -0.734

=====

Q: Number 1 is which compound?
A: C40H70N8O7S